[1]
Here is a structure of composition C32H28N7O4SW from the OMol25 dataset. Energies are from ωB97M-V with the def2-TZVPD basis set.

```
73
Properties=species:S:1:pos:R:3:forces:R:3:mulliken_charge:R:1
W -0.15292 -0.74767 0.20186 -0.94 0.43 1.08 0.15
S -1.13525 1.69977 -0.82387 -0.56 -0.29 0.19 -0.01
O 3.09573 1.69066 -0.72666 0.09 -0.19 -0.06 -0.52
O 3.00048 -0.46330 -2.44611 0.00 0.14 -0.02 -0.50
O -0.69766 -1.07590 -1.56915 0.15 -0.78 -0.40 0.41
O 1.37867 -1.29530 1.33526 0.46 -0.31 -0.12 0.77
N -0.99076 -1.63154 2.12156 -0.01 0.48 -0.86 -0.27
N -0.88698 4.10490 -1.97542 0.10 -0.21 0.05 0.19
N 1.50645 0.00649 -0.73606 -0.09 0.29 -0.07 1.33
N -2.46918 -0.67406 0.18429 0.72 0.21 0.19 -0.45
N 0.98544 3.03854 -2.10691 -0.16 0.05 -0.33 0.36
N 0.39312 1.04907 1.48127 0.33 -0.30 -0.28 0.78
N 0.83895 -2.60526 -0.64360 0.44 0.72 -0.32 0.45
C -3.13368 -0.87111 1.47506 0.03 -0.12 0.25 -0.77
C 1.82242 -1.28414 2.57891 -0.35 0.03 0.33 0.23
C -3.43198 -0.32694 -4.53715 -0.04 0.02 -0.07 -0.86
C -2.28273 4.41711 -1.70501 -0.25 -0.04 0.08 -0.81
C -3.27117 -0.59597 -0.83946 0.19 -0.01 -0.21 -0.14
C -0.44244 -1.68360 3.31468 0.47 -0.09 0.01 -0.14
C 2.69331 -1.28470 5.23469 -0.08 -0.03 0.16 -0.95
C 2.21284 -4.58908 -1.98495 -0.07 0.00 0.05 -0.48
C 1.51035 1.65095 1.02380 0.17 0.09 -0.12 0.92
C 2.07648 2.74357 1.64584 -0.01 -0.09 -0.01 -0.69
C -0.28166 2.94452 -1.67097 0.52 -0.08 0.08 0.16
C 1.13513 -4.90208 -1.17054 0.17 0.02 -0.12 -0.90
C 1.18335 4.26817 -2.70302 -0.09 0.15 -0.03 -0.65
C 1.48932 3.24530 2.80029 -0.11 -0.10 -0.02 -0.84
C 2.20480 -0.83259 -1.64186 -0.12 -0.40 0.05 -0.07
C 0.33993 2.62936 3.26996 0.17 0.16 0.03 -1.04
C -1.54777 -0.78998 -2.55235 -0.60 0.24 -0.14 0.45
C -1.14900 -0.80649 -3.88004 0.29 -0.10 0.07 -0.91
C 0.01306 4.93219 -2.61835 0.18 0.07 -0.09 -0.21
C -3.83304 -0.33404 -3.22137 -0.06 -0.04 0.07 -0.90
C 3.60461 -1.18609 4.17171 -0.08 -0.02 -0.13 -0.69
C -2.40382 -2.03132 2.09398 -0.28 0.16 -0.10 -0.90
C -2.08947 -0.55687 -4.86267 -0.03 0.00 0.10 -0.75
C 0.89874 -1.41958 3.63526 0.06 0.10 -0.10 0.77
C -2.88904 -0.54245 -2.20337 0.20 -0.01 -0.11 0.97
C 1.35676 -1.42326 4.97187 -0.02 -0.03 0.08 -0.87
C -0.17293 1.54298 2.58709 -0.39 -0.39 -0.05 -0.41
C 3.18232 -1.19690 2.85588 0.14 0.01 -0.23 -0.95
C 2.14961 1.12790 -0.24297 -0.19 0.05 0.65 -0.89
C 0.47302 -3.88051 -0.51387 -0.34 0.18 0.44 -0.37
C 2.57689 -3.25606 -2.13659 -0.04 0.00 0.02 -0.56
C 1.86019 -2.29267 -1.45931 0.05 -0.02 -0.10 0.54
H 2.97052 3.16930 1.21119 0.01 0.02 0.01 0.65
H -2.47472 5.44556 -1.99348 0.04 0.01 0.00 0.32
H 1.70012 2.32240 -2.08161 -0.09 0.05 0.04 0.10
H 3.88477 -1.13850 2.03381 0.02 0.01 0.04 0.59
H -0.36661 -4.07905 0.14057 0.00 -0.06 0.00 0.50
H -4.19185 -1.09987 1.35704 0.00 0.08 -0.10 0.74
H -1.07895 1.05798 2.92591 0.03 0.00 0.01 0.27
H -1.77944 -0.55280 -5.89930 -0.02 0.00 -0.01 0.51
H -1.07864 -1.99414 4.14166 -0.06 -0.01 -0.04 0.49
H 0.64200 -1.53871 5.77829 0.02 -0.01 0.00 0.50
H -2.49763 4.28757 -0.64551 0.05 0.06 0.00 0.33
H -0.15706 2.98355 4.16230 -0.05 -0.03 -0.02 0.57
H -4.15271 -0.15616 -5.32502 0.00 0.00 0.02 0.49
H -2.78081 -2.26280 3.08880 0.07 -0.02 0.03 0.70
H 2.75738 -5.36788 -2.50195 -0.01 0.00 0.00 0.51
H -0.11276 -1.00132 -4.12719 -0.02 -0.01 -0.01 0.55
H 1.91491 4.09684 3.31405 0.00 0.00 0.01 0.55
H -2.93246 3.75554 -2.27708 0.04 0.03 -0.04 0.33
H -4.87167 -0.17211 -2.95909 0.00 0.00 -0.02 0.50
H -0.25273 5.91848 -2.95743 -0.06 -0.03 0.01 0.46
H 0.80630 -5.92364 -1.04401 -0.02 0.01 0.05 0.51
H 4.66339 -1.10962 4.38255 0.00 0.02 0.01 0.50
H -3.03760 0.02892 2.08704 0.00 -0.01 0.01 0.08
H 2.12630 4.56350 -3.12829 0.01 -0.06 0.01 0.54
H 3.39843 -2.95168 -2.77065 -0.01 0.03 -0.01 0.60
H -4.34135 -0.60295 -0.64175 0.01 0.03 0.05 0.50
H -2.52847 -2.91334 1.46274 0.02 -0.05 0.05 0.15
H 3.05086 -1.27710 6.25479 0.01 -0.01 -0.01 0.48
```
Positions in Å, forces in eV/Å.

The calculation puts the maximum force at 0.0291 hartree/bohr. The calculation puts the frontier orbital gap (spin up / spin down) at 4.729 / 4.732 eV. The calculation puts the energy at -2384.91986 hartree. Its net charge is +3. The lowest unoccupied orbital energy (spin up / spin down) is -11.43 / -11.43 eV. Its HOMO energy (spin up / spin down) is -16.16 / -16.16 eV.

[2]
Here is a structure of composition C32H29BF6N7O5S4SbTl from the OMol25 dataset. Energies are from ωB97M-V with the def2-TZVPD basis set.

```
86
Properties=species:S:1:pos:R:3:forces:R:3:mulliken_charge:R:1
Tl 1.04108 1.57734 2.92635 0.23 0.51 -0.04 0.73
Sb 1.15462 -1.28360 6.73438 0.33 -0.52 0.54 2.47
S -1.55066 3.00972 1.73788 0.48 -0.19 -0.10 -0.18
S 2.71990 4.04165 3.87581 -0.65 -0.35 0.30 -0.45
S 0.15578 2.69725 -7.30802 0.18 -0.16 -0.17 1.18
S -1.86486 -0.00063 3.27124 -0.29 0.16 0.23 -0.33
F 1.10730 -0.33966 5.04181 -0.06 -0.29 0.59 -0.45
F -0.19496 -0.15535 7.48143 0.39 -0.26 -0.41 -0.59
F -0.18637 -2.50116 6.10745 0.38 0.49 0.09 -0.59
F 1.22901 -2.25601 8.40145 -0.06 0.38 -0.72 -0.57
F 2.51796 -0.11849 7.39916 -0.50 -0.29 -0.36 -0.58
F 2.50595 -2.44033 6.00866 -0.49 0.44 0.18 -0.59
O -2.35835 -0.54022 0.50211 -0.14 0.56 0.01 -0.62
O -0.96011 3.18844 -8.10058 0.15 0.01 0.20 -0.70
O 0.03782 1.30630 -6.90586 0.00 0.24 0.13 -0.67
O 1.47773 3.07808 -7.80061 -0.27 -0.13 -0.01 -0.70
O -1.26404 -2.17625 1.65842 0.22 -0.08 0.55 -0.46
N 4.02817 3.15000 1.66186 1.21 0.50 -1.27 -1.39
N 1.08698 1.95427 0.19081 -0.04 -0.04 0.11 0.55
N 4.22252 5.33549 2.19515 0.10 0.22 -0.22 -0.46
N 0.03209 5.00109 -5.99678 -0.16 0.69 -0.13 -0.50
N 2.30319 -0.54110 1.87040 0.17 0.35 0.05 0.14
N 0.37304 3.13422 -4.61350 0.00 -0.39 0.59 -0.33
N 3.49691 1.94737 1.77085 -0.68 -0.63 0.76 1.06
C 2.39008 -2.86892 1.37310 0.07 -0.02 -0.06 -1.08
C -4.12814 3.32551 2.42463 0.16 0.11 0.07 -0.61
C -4.40736 0.84581 3.59129 -0.23 -0.04 0.13 -0.64
C 0.85044 1.27143 -0.92013 -0.01 -0.13 -0.19 -0.96
C 1.02105 3.96771 -1.08260 -0.11 -0.21 -0.21 -1.37
C 0.73177 3.25680 -2.24813 0.15 -0.34 0.57 1.47
C 0.13406 3.70086 -5.77543 0.20 -0.31 -0.64 0.12
C -3.19018 1.20009 3.03539 0.40 -0.45 -0.16 -0.01
C -1.44557 -2.59124 0.37656 -0.40 0.29 -0.93 0.59
C -2.07640 -2.98032 -2.24215 0.08 -0.09 -0.02 -0.58
C 4.02689 0.95821 1.14558 0.43 1.18 0.06 -1.25
C 4.10280 -1.42824 0.57171 -0.11 0.29 0.06 -0.87
C 3.66917 4.12072 2.47488 -0.10 -0.45 0.47 0.45
C 3.44715 -0.35793 1.19797 -0.10 -0.73 -0.02 1.18
C 1.17484 3.27425 0.10152 0.06 0.17 -0.14 -0.69
C 0.49020 3.91816 -3.53871 -0.18 0.67 -0.73 0.29
C 1.80472 -1.75786 1.96410 -0.10 -0.44 0.03 -0.36
C -0.54107 -5.15323 -3.59878 -0.09 -0.02 0.20 -1.70
C 0.66762 1.86604 -2.15734 -0.01 0.21 0.06 -0.82
C 3.56257 -2.69457 0.65369 -0.14 0.02 0.10 -0.40
C -1.10472 -3.79539 -0.20271 -0.01 0.23 0.27 -0.83
C 0.37104 5.30381 -3.66565 0.04 -0.24 -0.04 -0.59
C -2.54802 -6.03937 -2.34838 0.17 0.03 -0.04 -1.66
C -1.43505 -4.00318 -1.54069 0.04 0.11 -0.02 0.60
C -2.40624 -1.76075 -1.66897 -0.10 0.29 0.31 -1.79
C -5.33756 2.95973 2.96566 -0.24 -0.10 -0.05 -0.46
C -5.48438 1.71204 3.55775 0.00 0.06 0.07 -0.71
C -2.10551 -1.58605 -0.33557 0.41 -0.91 -0.01 0.76
C 0.15641 5.79200 -4.94711 -0.03 -0.12 0.17 -0.34
C -0.26134 -6.25730 -1.40050 -0.17 0.20 -0.12 -1.99
C -3.02068 2.46233 2.44918 0.01 0.01 0.10 0.72
C -1.18396 -5.34539 -2.21715 -0.03 -0.17 -0.09 2.09
B -1.82636 -0.90673 1.72640 -0.34 0.00 -0.16 1.24
H -3.99637 4.30391 1.98509 0.01 0.05 -0.01 0.44
H -2.88165 -0.98395 -2.24631 -0.09 0.09 -0.04 0.52
H 0.70391 -5.78452 -1.23787 0.15 0.04 0.08 0.41
H 4.94622 1.08142 0.56868 -0.09 0.13 0.01 0.23
H -3.22272 -5.45296 -2.96625 -0.10 0.06 -0.08 0.37
H 0.81250 0.19372 -0.80849 -0.06 -0.09 -0.06 0.55
H -6.17367 3.64609 2.93166 -0.01 0.04 0.01 0.34
H -0.30989 -6.12316 -4.03858 -0.01 -0.08 -0.06 0.46
H 3.84126 6.12199 2.69395 0.02 -0.11 -0.09 0.20
H 0.89626 -1.85678 2.53788 -0.03 -0.07 0.12 0.87
H 0.08374 6.85869 -5.14033 -0.03 0.01 0.09 0.40
H -0.61512 -4.54478 0.39203 0.12 -0.14 0.11 0.41
H 5.02513 -1.24974 0.03702 0.02 0.06 -0.03 0.40
H 4.05216 -3.53302 0.17360 -0.01 0.00 0.02 0.43
H 4.58428 5.47479 1.26714 0.06 -0.03 -0.07 0.25
H -0.09708 -7.18547 -1.94603 0.00 -0.07 -0.03 0.45
H -4.49844 -0.12500 4.05523 -0.03 -0.06 0.06 0.48
H -6.42107 1.43013 4.01443 -0.10 -0.07 -0.01 0.37
H 0.38631 -4.59193 -3.50216 0.08 0.06 -0.05 0.40
H -0.70152 -6.50737 -0.43855 0.00 -0.06 0.13 0.34
H 1.12466 5.04043 -1.08226 -0.02 0.11 0.02 0.26
H -2.44137 -7.02796 -2.79191 0.02 -0.14 -0.08 0.44
H 0.43489 5.97296 -2.82214 0.03 0.03 0.04 0.34
H 0.47583 1.29133 -3.05082 -0.03 -0.08 -0.02 0.68
H -2.99796 -6.14449 -1.36292 -0.09 -0.06 0.07 0.37
H 1.94651 -3.84415 1.48627 -0.11 -0.09 0.05 0.44
H 1.37484 3.80311 1.02423 0.03 0.13 0.10 0.73
H -2.34718 -3.12013 -3.27664 0.05 -0.08 -0.14 0.36
H -1.19343 -4.62062 -4.28526 -0.03 0.06 -0.07 0.33
```
Positions in Å, forces in eV/Å.

The calculation puts the maximum force at 0.0355 hartree/bohr. As for the spin multiplicity: 2. The calculation puts the frontier orbital gap (spin up / spin down) at 7.057 / 4.648 eV. The calculation puts the energy at -4626.25038 hartree. Its net charge is -2. The lowest unoccupied orbital energy (spin up / spin down) is 3.35 / 1.07 eV. Its HOMO energy (spin up / spin down) is -3.71 / -3.57 eV.

[3]
Here is a structure of composition C32H29BrClIrN4O2S2 from the OMol25 dataset. Energies are from ωB97M-V with the def2-TZVPD basis set.

```
72
Properties=species:S:1:pos:R:3:forces:R:3:mulliken_charge:R:1
Ir 0.61313 -0.32509 0.65526 -0.44 -1.14 -3.14 1.98
Br 7.40023 2.60831 -0.27494 -0.51 -0.04 0.04 -0.15
Cl -0.09267 -0.74499 2.72876 -0.23 -0.20 -0.33 -0.39
S -1.43917 0.08981 -0.44824 1.38 -0.22 1.13 -0.25
S 0.43713 -2.54979 -0.54234 0.05 2.22 1.69 -0.25
O 1.39523 1.93341 -0.00884 -0.68 -0.60 0.34 -1.06
O 2.94723 -0.19769 0.13356 -0.89 -0.23 0.34 -0.60
N 1.27703 4.79661 0.41516 -0.47 -0.22 0.06 -0.08
N 3.02313 5.76631 -0.58364 0.72 -1.45 -0.09 -0.68
N -1.81517 -3.81989 -0.91054 0.54 1.76 0.38 0.38
N -3.37727 -1.65149 -0.07954 2.29 -0.20 -0.65 0.17
C -0.27077 -5.00419 -3.23354 -0.01 -0.01 0.25 -0.09
C -3.95687 -2.97849 -0.13574 -0.14 -1.08 -0.23 -0.53
C 5.50943 2.43761 -0.15884 0.18 -0.06 -0.03 -0.60
C -2.09037 -1.48839 -0.38944 -2.33 1.09 0.56 -0.06
C -1.04567 -5.04169 -0.81314 0.55 -0.97 -0.18 -1.47
C 2.05993 -6.34219 -2.53854 0.02 0.06 -0.10 -0.70
C 1.78073 -6.08449 -3.87304 -0.08 0.05 0.11 -0.46
C 3.31933 3.42431 -0.10164 0.13 -0.88 0.07 0.61
C 2.07613 6.70681 -0.40044 -1.38 0.49 0.53 0.73
C -3.96267 -0.40549 1.97986 0.02 -0.07 -0.07 1.21
C 2.09073 8.06581 -0.74744 -0.13 -0.47 0.22 -0.78
C 1.17493 -5.93549 -1.55664 -0.28 0.13 0.09 -0.39
C -3.63377 -0.10569 4.73616 0.04 0.03 -0.06 -0.48
C 0.98533 8.81371 -0.41074 0.09 -0.10 -0.05 -0.53
C 2.54363 4.64461 -0.09294 0.31 1.16 -0.48 0.11
C -4.37917 -1.40159 2.85586 0.04 -0.06 0.06 -0.22
C 3.73963 -1.37649 0.04616 0.40 -0.58 -0.13 -0.75
C -0.11517 8.23581 0.23406 -0.12 -0.55 0.25 -0.47
C -4.16657 -0.56549 0.47966 -0.69 1.10 0.54 -1.92
C 0.95053 6.12801 0.25506 0.71 0.77 -0.57 0.54
C -0.15667 6.88551 0.57816 -0.32 0.63 0.00 -0.95
C 0.62293 -5.40039 -4.21434 0.08 0.02 -0.08 -0.75
C -3.42167 0.76301 2.50506 -0.07 0.04 -0.11 -0.35
C 4.96113 1.16481 -0.01174 -0.16 -0.11 -0.04 -0.38
C 3.58473 1.01211 0.03606 0.18 1.32 -0.07 0.56
C -4.20217 -1.25849 4.22216 -0.01 -0.17 -0.07 -0.83
C 2.75593 2.14531 -0.02774 1.32 0.21 0.03 0.51
C -3.23687 -3.81849 -1.18834 -0.95 0.24 -0.07 -0.94
C -0.01047 -5.28359 -1.89574 0.11 -0.03 -0.19 0.87
C -3.27547 0.91771 3.87596 0.02 0.04 -0.06 -0.70
C 4.70763 3.55801 -0.20724 0.05 -0.41 0.07 -0.71
C -1.24887 -2.64219 -0.65274 0.43 -2.20 -0.10 0.72
H 4.40053 -1.46439 0.90906 -0.04 0.04 -0.03 0.40
H -3.15427 1.57541 1.84406 0.07 0.06 -0.07 0.41
H -1.01907 6.46951 1.07836 -0.07 -0.01 0.04 0.38
H 3.04733 -2.21649 0.03226 0.10 0.06 0.07 -0.02
H -1.17907 -4.49039 -3.51204 -0.17 0.05 -0.11 0.32
H 1.39133 -6.14049 -0.51904 0.04 -0.08 0.17 0.42
H -3.86337 -3.46219 0.84426 -0.06 0.19 -0.01 0.39
H 5.12813 4.54301 -0.31544 0.00 0.14 0.04 0.65
H -3.41047 -3.40139 -2.18854 0.02 -0.13 0.09 0.29
H -3.48437 -0.00309 5.79986 -0.06 0.05 0.09 0.45
H 2.94763 8.48411 -1.24834 0.10 0.09 -0.05 0.47
H -1.75257 -5.87409 -0.82184 -0.05 0.14 0.09 0.49
H 0.41123 -5.18639 -5.25054 -0.04 0.01 -0.09 0.42
H -3.89337 0.36311 -0.02844 -0.25 -0.23 0.06 0.69
H -5.21707 -0.77149 0.26906 0.11 -0.07 -0.13 0.47
H 2.96613 -6.86139 -2.26584 0.05 -0.05 0.04 0.43
H -0.53937 -5.03239 0.15926 -0.09 0.02 -0.01 0.41
H 0.96093 9.86601 -0.64404 -0.02 0.11 -0.04 0.41
H 2.46143 -6.41859 -4.63984 0.06 0.00 -0.09 0.43
H -5.02037 -2.89759 -0.37944 0.20 0.02 0.00 0.50
H 5.61563 0.31341 0.04576 0.10 -0.11 0.01 0.54
H -3.61097 -4.84089 -1.17184 0.04 0.08 0.02 0.48
H -2.89417 1.84561 4.27486 0.10 0.05 -0.01 0.40
H 4.31663 -1.37809 -0.88004 -0.02 0.06 0.06 0.46
H -4.87707 -2.28759 2.49006 -0.06 -0.12 -0.06 0.43
H -0.95917 8.86081 0.48256 -0.08 0.03 0.02 0.39
H 0.92293 2.62861 -0.48814 0.05 0.15 -0.07 0.38
H -4.52647 -2.04619 4.88416 -0.03 -0.06 0.07 0.42
H 0.77333 4.14741 1.00116 0.23 0.19 0.06 0.27
```
Positions in Å, forces in eV/Å.

The calculation puts the maximum force at 0.0656 hartree/bohr. The calculation puts the frontier orbital gap (spin up / spin down) at 3.508 / 3.509 eV. The calculation puts the energy at -5540.65041 hartree. Its net charge is +2. The lowest unoccupied orbital energy (spin up / spin down) is -8.58 / -8.58 eV. Its HOMO energy (spin up / spin down) is -12.09 / -12.09 eV.

The following energy relative to the best compared isomer or geometry (same formula, charge and spin) values (in kJ/mol) correspond, in order, to the records above: 154.98; 75.35; 275.59.